Record 1
{
  "formula": "C4H13N2O2",
  "method": "the ωB97M-V functional and the def2-TZVPD basis",
  "largest_force_ev_per_a": 2.03,
  "e_above_lowest_kj_mol": 41.8,
  "homo_energy_ev": -3.498,
  "energy_ev": -11434.30337,
  "homo_lumo_gap_ev": 7.5,
  "multiplicity": 1,
  "charge": -1,
  "elements": ["O", "O", "N", "N", "C", "C", "C", "C", "H", "H", "H", "H", "H", "H", "H", "H", "H", "H", "H", "H", "H"],
  "xyz": [[-1.262621, -2.139913, -1.285579], [-2.668540, -0.483805, -0.046427], [1.744499, -1.179347, -0.091360], [-1.054149, 1.290219, -0.007971], [1.059204, 0.020482, 0.388480], [0.079201, 0.578532, -0.614910], [-1.993983, 0.385117, 0.723995], [2.072310, 1.056534, 0.861504], [2.947139, 0.556381, 1.246943], [-1.877646, -1.438902, -0.757860], [1.641313, 1.668470, 1.650054], [-0.305044, -0.158560, -1.344180], [-1.774014, -2.883156, -1.625491], [0.587860, 1.240531, -1.335617], [-1.414293, -0.013601, 1.579353], [2.626556, -1.011770, -0.543108], [1.075196, -1.730766, -0.611827], [2.358325, 1.781493, 0.103644], [-2.679810, 1.098795, 1.209170], [0.478913, -0.269552, 1.259168], [-1.640417, 1.632816, -0.757980]],
  "forces_ev_per_a": [[0.336, -0.322, -0.238], [0.212, -0.430, -0.126], [-0.291, -0.073, 0.724], [0.384, 0.072, 0.549], [0.330, 0.003, -0.057], [-0.966, 0.326, -1.752], [-0.205, 0.699, 0.026], [-0.465, 0.311, 0.191], [0.406, -0.113, 0.224], [-0.241, -0.226, 0.041], [-0.057, -0.021, 0.212], [0.261, -0.468, 0.819], [-0.105, 0.376, 0.298], [0.217, 0.409, 0.484], [0.057, -0.433, -0.129], [-0.149, 0.098, -0.470], [0.265, -0.208, -0.382], [0.151, -0.176, -0.438], [-0.215, 0.184, 0.111], [-0.026, -0.167, 0.132], [0.101, 0.159, -0.217]],
  "lowdin_charge": [-0.205, -0.271, 0.034, -0.061, -0.456, -0.245, -0.490, -0.078, 0.056, -0.025, 0.067, 0.087, -0.014, 0.103, 0.083, 0.046, 0.042, 0.062, 0.078, 0.107, 0.080]
}

---

Record 2
{
  "formula": "C4H6N2",
  "method": "the ωB97M-V functional and the def2-TZVPD basis",
  "largest_force_ev_per_a": 1.29,
  "e_above_lowest_kj_mol": 300.6,
  "homo_energy_ev": -7.501,
  "energy_ev": -7222.47515,
  "homo_lumo_gap_ev": 8.4,
  "multiplicity": 1,
  "elements": ["N", "N", "C", "C", "C", "C", "H", "H", "H", "H", "H", "H"],
  "xyz": [[-0.349386, -1.416757, 0.196168], [2.168603, 0.234177, 0.155930], [-1.511833, -0.772267, 0.153893], [-0.100738, 0.939219, -0.337727], [0.889159, 0.013197, -0.271605], [-1.431704, 0.589556, -0.092964], [-2.479098, -1.280006, 0.264972], [2.955976, 0.353020, -0.474596], [0.315293, 1.834681, -0.793605], [-0.493285, -2.436925, 0.255045], [2.314652, 0.684073, 1.054395], [-2.277641, 1.258029, -0.109902]],
  "forces_ev_per_a": [[0.473, 0.763, 0.131], [-0.231, -0.584, 0.040], [0.208, 0.363, -0.010], [0.150, -0.159, -0.454], [-0.825, -0.813, 0.564], [-0.097, 0.047, -0.163], [0.527, -0.006, -0.052], [-0.497, -0.727, 0.047], [-0.562, 0.496, 0.621], [1.007, 0.732, -0.175], [-0.211, -0.061, -0.331], [0.058, -0.051, -0.218]],
  "lowdin_charge": [0.053, 0.049, -0.250, -0.145, -0.154, -0.139, 0.115, 0.092, 0.114, 0.091, 0.093, 0.081]
}